# 1
{
  "formula": "C22H24Cl2FI2N2O13S",
  "method": "the ωB97M-V functional and the def2-TZVPD basis",
  "lumo_ev": -4.66,
  "total_charge": 1,
  "orbital_gap_ha": 0.230,
  "symbols": ["C", "C", "O", "C", "N", "C", "S", "O", "O", "F", "C", "C", "Cl", "C", "C", "Cl", "C", "C", "O", "O", "C", "I", "C", "C", "I", "C", "O", "N", "O", "H", "H", "H", "H", "H", "H", "H", "H", "H", "H", "H", "H", "C", "C", "C", "O", "C", "O", "O", "H", "H", "H", "H", "H", "H", "C", "C", "C", "O", "C", "O", "O", "H", "H", "H", "H", "H", "H"],
  "positions_angstrom": [[-0.6193, -4.3816, -5.5708], [-0.1595, -3.2234, -4.6860], [0.3391, -3.7097, -3.3757], [0.2972, -2.7349, -2.4826], [-0.7909, -2.6528, -1.7400], [-0.9549, -1.7399, -0.7719], [-2.5005, -1.8474, 0.1280], [-3.1965, -2.9513, -0.4168], [-3.1667, -0.6117, 0.1256], [-2.0158, -2.1536, 1.5543], [0.0084, -0.8345, -0.5116], [-0.1737, 0.1861, 0.5434], [-0.8737, 1.6791, -0.0129], [0.1763, 0.0250, 1.8160], [-0.0751, 1.1238, 2.8132], [0.9121, -1.4585, 2.3121], [1.1763, -0.9055, -1.2850], [2.2627, 0.1085, -0.9245], [3.2158, -0.2904, -0.3071], [2.0191, 1.3899, -1.2913], [2.7460, 1.8488, -2.4089], [4.6773, 1.1365, -2.8986], [2.1396, 2.7940, -3.1173], [0.7576, 3.3184, -2.8008], [3.0606, 3.6928, -4.8099], [1.3331, -1.8438, -2.2690], [2.4606, -1.9378, -2.9985], [3.4874, -2.6612, -2.1542], [3.9807, -3.4860, -2.7575], [-1.6675, -4.2061, -5.8221], [-0.0632, -4.4178, -6.5033], [-0.6045, -5.3282, -5.0316], [-1.0030, -2.5553, -4.4940], [0.6548, -2.6589, -5.1422], [-1.5546, -3.3143, -1.8963], [-1.1544, 1.2819, 2.8747], [0.3695, 2.0564, 2.4660], [0.3275, 0.8865, 3.7972], [0.6783, 4.3240, -3.2075], [0.5079, 3.2903, -1.7435], [0.0354, 2.7012, -3.3449], [5.1991, -2.4629, 6.2209], [3.9510, -1.6709, 6.5226], [2.7051, -2.1941, 5.8507], [1.9158, -1.0063, 5.7143], [2.7774, 0.0413, 5.6469], [2.4636, 1.1429, 5.3330], [4.0326, -0.3419, 5.9782], [5.0809, -3.5055, 6.5167], [5.4391, -2.4180, 5.1576], [6.0523, -2.0458, 6.7552], [3.8104, -1.5846, 7.6033], [2.1821, -2.9369, 6.4489], [2.8940, -2.6038, 4.8545], [-5.9214, 3.4293, 0.5389], [-5.0315, 4.2613, -0.3510], [-5.5235, 4.3973, -1.7706], [-4.3000, 4.5780, -2.4970], [-3.3210, 3.9702, -1.7898], [-2.2240, 3.7595, -2.1994], [-3.7542, 3.6284, -0.5516], [-6.9286, 3.8434, 0.5802], [-5.9727, 2.3996, 0.1820], [-5.5198, 3.3933, 1.5517], [-4.8544, 5.2407, 0.1012], [-6.1834, 5.2502, -1.9093], [-6.0182, 3.4966, -2.1421]],
  "nbo_charge": [-0.646, -0.069, -0.484, 0.561, -0.445, -0.070, 2.432, -0.899, -0.850, -0.434, -0.011, -0.170, 0.090, 0.053, -0.676, 0.043, -0.029, 0.805, -0.457, -0.529, 0.040, 0.207, -0.173, -0.666, 0.192, 0.221, -0.450, 0.452, -0.121, 0.228, 0.239, 0.243, 0.178, 0.210, 0.481, 0.244, 0.255, 0.269, 0.244, 0.243, 0.237, -0.628, 0.062, -0.094, -0.499, 0.972, -0.580, -0.485, 0.225, 0.220, 0.235, 0.190, 0.209, 0.178, -0.628, 0.063, -0.096, -0.483, 0.978, -0.600, -0.497, 0.229, 0.221, 0.230, 0.190, 0.213, 0.186]
}

# 2
{
  "formula": "C20H22N4O2",
  "method": "the ωB97M-V functional and the def2-TZVPD basis",
  "lumo_ev": -0.45,
  "total_charge": 0,
  "orbital_gap_ha": 0.281,
  "relative_energy_ev": 1.4668,
  "smiles": "CCCCOCCCn1c(-c2ccco2)nc2nc3ccccc3nc21",
  "symbols": ["C", "C", "C", "C", "O", "C", "C", "H", "H", "C", "N", "C", "N", "C", "C", "C", "C", "C", "C", "N", "C", "N", "C", "C", "C", "C", "C", "O", "H", "H", "H", "H", "H", "H", "H", "H", "H", "H", "H", "H", "H", "H", "H", "H", "H", "H", "H", "H"],
  "positions_angstrom": [[4.9383, 1.1688, 0.5237], [3.9717, 1.0303, -0.6450], [3.4926, 2.3904, -1.1482], [2.4709, 2.2467, -2.2717], [1.3651, 1.5350, -1.7702], [0.3176, 1.3520, -2.6874], [-0.6846, 0.3863, -2.0628], [-1.5063, 0.2053, -2.7566], [-0.1726, -0.5570, -1.8643], [-1.2050, 0.9436, -0.7348], [-1.8532, -0.0729, 0.0507], [-1.2247, -0.8023, 1.0141], [-0.0004, -0.6963, 1.4530], [0.3011, -1.5828, 2.4311], [1.5991, -1.5698, 2.9790], [1.9374, -2.4499, 3.9674], [0.9993, -3.3788, 4.4517], [-0.2674, -3.4200, 3.9432], [-0.6572, -2.5284, 2.9206], [-1.9191, -2.6043, 2.4474], [-2.1994, -1.7477, 1.4979], [-3.3622, -1.5675, 0.8132], [-3.1282, -0.5892, -0.0307], [-4.1430, -0.1243, -0.9276], [-5.4456, -0.5555, -1.0315], [-6.0308, 0.2101, -2.0588], [-5.0527, 1.0475, -2.5077], [-3.9100, 0.8552, -1.8338], [-5.0467, 1.7983, -3.2733], [-7.0376, 0.1492, -2.4168], [-5.8934, -1.3211, -0.4344], [-1.0035, -4.1242, 4.2978], [1.2922, -4.0636, 5.2339], [2.9331, -2.4382, 4.3859], [2.3019, -0.8488, 2.5904], [-1.8948, 1.7721, -0.9074], [-0.3476, 1.2868, -0.1512], [-0.1639, 2.3174, -2.9161], [0.7017, 0.9336, -3.6312], [2.9108, 1.7054, -3.1252], [2.1527, 3.2397, -2.6292], [4.3370, 2.9785, -1.5131], [3.0250, 2.9327, -0.3249], [3.1006, 0.4513, -0.3365], [4.4606, 0.4950, -1.4624], [5.8143, 1.7450, 0.2319], [5.2692, 0.1899, 0.8626], [4.4580, 1.6765, 1.3573]],
  "nbo_charge": [-0.600, -0.399, -0.409, -0.048, -0.554, -0.052, -0.422, 0.213, 0.217, -0.229, -0.360, 0.301, -0.429, 0.184, -0.225, -0.208, -0.219, -0.183, 0.086, -0.366, 0.295, -0.465, 0.389, 0.190, -0.217, -0.314, 0.112, -0.397, 0.207, 0.236, 0.250, 0.225, 0.214, 0.213, 0.222, 0.216, 0.250, 0.160, 0.173, 0.159, 0.164, 0.201, 0.203, 0.216, 0.190, 0.198, 0.208, 0.201]
}

# 3
{
  "formula": "C2H6O2S3",
  "method": "the ωB97M-V functional and the def2-TZVPD basis",
  "lumo_ev": -0.08,
  "total_charge": 0,
  "orbital_gap_ha": 0.318,
  "relative_energy_ev": 1.7230,
  "symbols": ["C", "C", "O", "O", "S", "S", "S", "H", "H", "H", "H", "H", "H"],
  "positions_angstrom": [[-2.1511, 0.0504, -1.3394], [1.7432, -0.4050, 1.3353], [0.3555, 0.1045, -0.8233], [2.5611, 1.2469, -0.6581], [-1.5806, 0.1289, 1.5665], [-1.0067, 0.8787, -0.1873], [1.9926, -0.0510, -0.5557], [-1.6409, -0.9418, -1.7048], [-2.3771, 0.7174, -2.0739], [-3.0278, -0.2228, -0.6240], [2.6182, -0.7453, 1.7873], [0.9405, -1.2738, 1.4202], [1.5732, 0.5129, 1.8572]],
  "nbo_charge": [-0.772, -0.827, -0.967, -0.919, -0.478, 0.947, 1.562, 0.262, 0.221, 0.266, 0.217, 0.247, 0.241]
}

# 4
{
  "formula": "C16H7AsCdCl5N3S5",
  "method": "the ωB97M-V functional and the def2-TZVPD basis",
  "lumo_ev": 3.80,
  "total_charge": -2,
  "orbital_gap_ha": 0.190,
  "relative_energy_ev": 0.7164,
  "symbols": ["Cd", "N", "C", "C", "C", "C", "C", "C", "N", "C", "C", "C", "S", "C", "N", "H", "H", "H", "H", "H", "H", "H", "Cl", "C", "C", "C", "Cl", "C", "Cl", "C", "Cl", "C", "Cl", "S", "As", "S", "S", "S"],
  "positions_angstrom": [[1.5486, -2.6746, -0.4511], [-0.2657, 1.8074, 2.0555], [-0.7658, 2.7016, 1.1382], [-0.8777, 4.0858, 1.1325], [-1.4394, 4.6637, 0.0054], [-1.8678, 3.8821, -1.0753], [-1.7504, 2.5028, -1.0604], [-1.1930, 1.9025, 0.0654], [-0.9611, 0.5656, 0.3371], [-0.4065, 0.5435, 1.5172], [0.0540, -0.6313, 2.2558], [0.7264, -0.5940, 3.4461], [1.1478, -2.1649, 3.9461], [0.3684, -2.7825, 2.5566], [-0.1527, -1.8943, 1.7619], [0.1021, 2.0201, 2.9633], [-0.5392, 4.6890, 1.9661], [-1.5439, 5.7407, -0.0430], [-2.2936, 4.3679, -1.9444], [-2.0755, 1.9017, -1.8990], [1.0428, 0.2681, 4.0117], [0.3900, -3.8452, 2.3505], [-1.6831, -3.0269, -1.3134], [-0.9351, -1.6720, -2.0993], [0.4180, -1.4370, -1.8859], [0.9545, -0.3375, -2.5343], [2.6420, 0.0243, -2.2940], [0.2054, 0.5089, -3.3492], [0.9180, 1.8888, -4.1135], [-1.1451, 0.2387, -3.5377], [-2.1086, 1.2809, -4.5309], [-1.7241, -0.8582, -2.9071], [-3.4118, -1.1741, -3.1283], [2.8742, -4.9912, 3.4247], [3.4129, -4.5684, 1.3961], [1.6594, -5.0918, 0.0794], [3.4983, -2.3498, 1.0521], [5.1774, -5.4903, 0.7049]],
  "nbo_charge": [1.438, -0.540, 0.084, -0.245, -0.236, -0.233, -0.223, 0.162, -0.465, 0.396, 0.030, -0.457, 0.534, -0.128, -0.455, 0.409, 0.201, 0.198, 0.203, 0.224, 0.213, 0.279, 0.024, -0.051, -0.473, -0.069, 0.008, -0.105, 0.013, -0.087, 0.008, -0.103, 0.011, -0.850, 0.980, -0.950, -0.954, -0.792]
}